[1]
{"formula": "C2H3N2P3", "method": "wB97M-V/def2-TZVPD", "homo_energy_ev": [-7.6582, -7.2510], "max_force_ev_per_a": 4.62, "charge": 0, "relative_energy_kj_mol": 235.2, "gap_ha": [0.251, 0.216], "energy_ev": -32965.484, "species": ["C", "C", "N", "N", "P", "P", "P", "H", "H", "H"], "positions_angstrom": [[-1.5428, -0.6516, -0.5420], [-0.4540, 0.4127, -0.5839], [2.1506, 0.8300, 0.5584], [0.1491, -1.2756, 1.1573], [-1.2573, -1.9571, 0.5135], [0.5278, 0.2990, 1.0000], [3.4283, 1.4796, 1.0298], [-2.4438, -0.4605, -0.9262], [0.3861, 0.1029, -1.1962], [-0.9440, 1.2206, -1.0107]], "nbo_charge": [-0.598, -0.765, -1.254, -1.247, 0.933, 1.375, 0.857, 0.201, 0.256, 0.243]}

=====

[2]
{"formula": "C21H45F6O17SV2", "method": "wB97M-V/def2-TZVPD", "homo_energy_ev": -10.8869, "max_force_ev_per_a": 3.20, "charge": 1, "gap_ha": 0.226, "energy_ev": -135821.381, "species": ["O", "V", "O", "O", "V", "O", "C", "F", "F", "F", "S", "O", "O", "O", "C", "O", "C", "C", "O", "C", "H", "H", "H", "H", "H", "H", "H", "H", "H", "H", "C", "O", "C", "C", "O", "C", "H", "H", "H", "H", "H", "H", "H", "H", "H", "H", "C", "O", "C", "C", "O", "C", "H", "H", "H", "H", "H", "H", "H", "H", "H", "H", "C", "O", "C", "C", "O", "C", "H", "H", "H", "H", "H", "H", "H", "H", "H", "H", "C", "C", "O", "C", "O", "C", "F", "F", "F", "H", "H", "H", "H", "H"], "positions_angstrom": [[-4.7766, -0.6859, -0.0614], [-4.3508, 0.8593, -0.0616], [-4.4537, 1.3899, -1.5544], [1.3805, -0.1148, -3.2381], [0.0405, -0.9454, -3.2818], [0.4740, -2.4756, -3.1805], [-1.1721, -1.6737, 0.9506], [0.0183, -2.1139, 1.3096], [-1.7930, -2.5868, 0.2119], [-1.9023, -1.4123, 2.0365], [-0.9391, -0.1375, -0.0301], [-0.0523, 0.6744, 0.7177], [-0.4262, -0.6314, -1.2952], [-2.2809, 0.4102, -0.2258], [-0.5896, 2.0760, -4.1621], [-1.1034, 0.7332, -4.0594], [-2.5292, 0.6420, -4.1825], [-2.9066, -0.8101, -4.1831], [-2.1847, -1.4643, -3.1870], [-2.6511, -2.7963, -2.9328], [-1.0427, 2.6710, -3.3660], [-0.8532, 2.4820, -5.1363], [0.4813, 2.0146, -4.0174], [-2.8672, 1.1002, -5.1153], [-2.9872, 1.1726, -3.3417], [-2.7165, -1.2550, -5.1717], [-3.9922, -0.8779, -4.0472], [-2.6420, -3.3990, -3.8449], [-3.6602, -2.7561, -2.5221], [-1.9673, -3.2530, -2.2265], [6.1986, -7.3840, 3.3653], [5.2749, -6.5107, 3.9701], [5.2206, -5.2574, 3.3524], [4.0557, -4.4891, 3.8825], [2.8550, -5.0417, 3.3827], [1.7117, -4.2886, 3.7021], [5.9087, -7.6191, 2.3325], [6.1845, -8.3074, 3.9406], [7.2124, -6.9679, 3.3556], [5.1350, -5.3588, 2.2596], [6.1354, -4.6720, 3.5386], [4.1329, -3.4578, 3.4943], [4.1138, -4.4715, 4.9769], [1.6434, -3.4615, 2.9835], [1.6248, -3.9919, 4.7489], [0.8649, -4.9450, 3.4813], [0.9778, 3.4645, -0.1522], [1.2604, 4.7754, -0.6061], [0.1878, 5.3601, -1.2661], [0.6457, 6.6502, -1.9185], [-0.4358, 7.3841, -2.4340], [-0.8649, 6.9288, -3.6964], [0.9306, 2.7722, -0.9991], [0.0357, 3.4285, 0.4127], [1.7680, 3.1838, 0.5388], [-0.6472, 5.6155, -0.5911], [-0.2406, 4.6701, -2.0200], [1.3949, 6.4800, -2.7024], [1.1315, 7.2516, -1.1480], [-1.6868, 7.5666, -4.0090], [-1.1815, 5.8804, -3.6700], [-0.0647, 7.0306, -4.4436], [-3.1535, 3.8912, -0.2250], [-3.5506, 2.8147, 0.6496], [-2.7596, 2.6731, 1.8302], [-3.5727, 1.8825, 2.7929], [-4.0738, 0.7188, 2.1195], [-4.5234, -0.3034, 3.0203], [-4.0011, 4.0895, -0.8743], [-2.3115, 3.5799, -0.8444], [-2.8951, 4.7641, 0.3672], [-2.5739, 3.6549, 2.2759], [-1.7920, 2.2247, 1.5999], [-4.4155, 2.4863, 3.1459], [-2.9716, 1.6084, 3.6624], [-5.0045, -1.0776, 2.4296], [-5.2306, 0.1101, 3.7397], [-3.6789, -0.7570, 3.5374], [2.8306, -3.5106, -0.2931], [2.8651, -1.9970, -0.3778], [2.8520, -1.5410, 0.9854], [2.9690, -0.2583, 1.2342], [3.2219, 0.6148, 0.4624], [2.7316, 0.0107, 2.7336], [1.4486, -0.2742, 3.0580], [3.5069, -0.7523, 3.4999], [2.9561, 1.2741, 3.0196], [2.5416, -3.9943, -1.2204], [2.0918, -3.7373, 0.4865], [3.7414, -3.9563, 0.1080], [1.9664, -1.6170, -0.8558], [3.7471, -1.6757, -0.9308]], "mulliken_charge": [-0.616, 0.968, -0.744, -0.576, 1.137, -0.626, 0.123, -0.067, -0.174, -0.163, 0.954, -0.601, -0.216, 0.635, -0.675, -0.337, -0.119, -0.754, 0.144, -0.870, 0.084, 0.323, 0.345, 0.476, 0.018, 0.456, 0.380, 0.332, 0.300, 0.220, -0.743, -0.320, -0.656, -0.047, -0.356, -0.512, 0.307, 0.257, 0.299, 0.260, 0.373, 0.101, 0.375, 0.020, 0.384, 0.266, -0.105, -0.482, 0.943, -0.700, -0.381, -0.557, 0.117, 0.023, 0.262, 0.088, -0.616, 0.398, 0.300, 0.262, 0.133, 0.315, -0.645, -0.385, 0.217, -0.825, 0.136, -0.939, 0.358, 0.009, 0.426, 0.619, -0.349, 0.399, 0.410, 0.267, 0.317, 0.322, -1.126, 0.506, -0.064, 0.408, -0.588, 0.859, -0.177, -0.262, -0.257, 0.371, 0.205, 0.300, -0.394, 0.527]}

=====

[3]
{"formula": "C58H149N11O18", "method": "wB97M-V/def2-TZVPD", "homo_energy_ev": -8.1873, "max_force_ev_per_a": 2.40, "charge": 0, "smiles": "COC[C@H](C)N.COC[C@H](C)N.COC[C@H](C)N.COC[C@H](C)N.COCCNCCOC.COCCNCCOC.COCCNCCOC.COCCNCCOC.COCCNCCOC.COCCNCCOC.COCCNCCOC", "relative_energy_kj_mol": 154.5, "gap_ha": 0.318, "energy_ev": -115795.358, "species": ["C", "O", "C", "C", "C", "N", "H", "H", "H", "H", "H", "H", "H", "H", "H", "H", "H", "C", "O", "C", "C", "C", "N", "H", "H", "H", "H", "H", "H", "H", "H", "H", "H", "H", "C", "O", "C", "C", "C", "N", "H", "H", "H", "H", "H", "H", "H", "H", "H", "H", "H", "C", "O", "C", "C", "C", "N", "H", "H", "H", "H", "H", "H", "H", "H", "H", "H", "H", "C", "O", "C", "C", "N", "C", "C", "O", "C", "H", "H", "H", "H", "H", "H", "H", "H", "H", "H", "H", "H", "H", "H", "H", "C", "O", "C", "C", "N", "C", "C", "O", "C", "H", "H", "H", "H", "H", "H", "H", "H", "H", "H", "H", "H", "H", "H", "H", "C", "O", "C", "C", "N", "C", "C", "O", "C", "H", "H", "H", "H", "H", "H", "H", "H", "H", "H", "H", "H", "H", "H", "H", "C", "O", "C", "C", "N", "C", "C", "O", "C", "H", "H", "H", "H", "H", "H", "H", "H", "H", "H", "H", "H", "H", "H", "H", "C", "O", "C", "C", "N", "C", "C", "O", "C", "H", "H", "H", "H", "H", "H", "H", "H", "H", "H", "H", "H", "H", "H", "H", "C", "O", "C", "C", "N", "C", "C", "O", "C", "H", "H", "H", "H", "H", "H", "H", "H", "H", "H", "H", "H", "H", "H", "H", "C", "O", "C", "C", "N", "C", "C", "O", "C", "H", "H", "H", "H", "H", "H", "H", "H", "H", "H", "H", "H", "H", "H", "H"], "positions_angstrom": [[-2.0162, 9.3089, 22.1788], [-3.0666, 8.6881, 22.8613], [-3.1792, 9.0376, 24.2251], [-4.2826, 8.1813, 24.8308], [-5.6495, 8.4056, 24.1573], [-4.5008, 8.5273, 26.2394], [-1.0571, 8.9951, 22.5962], [-1.9873, 10.3996, 22.1314], [-1.9020, 8.9764, 21.1467], [-2.1924, 8.9793, 24.6901], [-3.4403, 10.0903, 24.3752], [-3.9348, 7.1482, 24.8000], [-5.7166, 8.0377, 23.1320], [-5.9013, 9.4672, 24.1519], [-6.4796, 7.9127, 24.6647], [-5.4322, 8.2306, 26.4966], [-4.5525, 9.5357, 26.3170], [1.8648, 16.1871, 13.6180], [1.9868, 17.5928, 13.5061], [0.7778, 18.2675, 13.6238], [1.0255, 19.7433, 13.3411], [1.7748, 20.3642, 14.5305], [-0.2280, 20.4789, 13.1657], [2.8071, 15.6852, 13.3913], [1.2067, 15.6999, 12.8960], [1.6964, 15.8563, 14.6446], [-0.0291, 17.8993, 12.9870], [0.3461, 18.2593, 14.6295], [1.6272, 19.7637, 12.4292], [2.1499, 21.3654, 14.3168], [2.6117, 19.7265, 14.8160], [1.0963, 20.4095, 15.3829], [-0.7066, 20.1385, 12.3384], [0.1135, 21.3979, 12.9126], [5.7847, 8.2149, 13.2625], [4.5601, 8.8170, 13.6126], [3.4582, 7.9132, 13.6246], [2.2307, 8.6190, 14.1711], [2.3004, 8.9852, 15.6530], [1.1108, 7.6559, 14.0925], [6.5046, 9.0340, 13.2543], [5.8587, 7.7246, 12.2904], [6.1261, 7.5359, 14.0467], [3.2567, 7.5485, 12.6156], [3.7080, 7.1138, 14.3259], [1.9273, 9.4667, 13.5532], [2.4360, 8.0942, 16.2653], [1.4168, 9.5228, 15.9998], [3.0933, 9.7137, 15.8365], [1.3608, 6.9793, 13.3840], [0.2380, 8.1164, 13.8778], [0.5423, 12.6720, 15.6384], [-0.7579, 12.3694, 16.1096], [-0.7314, 11.5850, 17.2786], [-2.1493, 11.2589, 17.7441], [-2.9796, 12.4483, 18.0623], [-2.2125, 10.4553, 18.9585], [1.1981, 13.0782, 16.4125], [0.4105, 13.3849, 14.8262], [1.0835, 11.7767, 15.3233], [-0.1807, 10.6435, 17.2081], [-0.2757, 12.1374, 18.1050], [-2.5600, 10.7274, 16.8785], [-2.6253, 13.2278, 18.7378], [-3.9789, 12.1945, 18.4157], [-3.0732, 13.0116, 17.1312], [-1.7997, 9.5318, 18.8961], [-3.1842, 10.2788, 19.2013], [3.7419, 12.2021, 13.7271], [2.6640, 13.0118, 13.2010], [2.6469, 12.9901, 11.8083], [1.9470, 11.7613, 11.2329], [0.5811, 11.4709, 11.7140], [-0.0316, 10.3057, 11.0730], [-1.3898, 9.9793, 11.6654], [-1.1565, 9.6300, 13.0115], [-2.3283, 9.2920, 13.7698], [3.7804, 11.1909, 13.3198], [3.7642, 12.1384, 14.8139], [4.6462, 12.7057, 13.3791], [3.6488, 13.0368, 11.3745], [2.1465, 13.8970, 11.4660], [2.5271, 10.8385, 11.3192], [1.8917, 12.0092, 10.1708], [0.5271, 11.4183, 12.7219], [0.6718, 9.4689, 11.0953], [-0.1610, 10.5561, 10.0184], [-1.7512, 9.0881, 11.1461], [-2.1307, 10.7682, 11.5252], [-2.8992, 8.4484, 13.3754], [-2.9745, 10.1687, 13.8200], [-2.0415, 8.9426, 14.7616], [3.1284, 17.2244, 23.5349], [2.3197, 16.3371, 22.7304], [2.0462, 16.8146, 21.4030], [1.6019, 15.6004, 20.5344], [0.2498, 15.2773, 20.9427], [-0.2834, 13.9653, 20.5270], [-1.6487, 13.6488, 21.1816], [-1.5742, 13.7052, 22.5891], [-2.8064, 13.3064, 23.1963], [4.1252, 17.1965, 23.0872], [3.2297, 16.8405, 24.5478], [2.8306, 18.2700, 23.4472], [2.9859, 17.2412, 21.0433], [1.3392, 17.6457, 21.4140], [2.2195, 14.7297, 20.7712], [1.7183, 15.8112, 19.4703], [0.0996, 15.4985, 21.9161], [0.4266, 13.2035, 20.8677], [-0.2119, 13.8937, 19.4413], [-1.9701, 12.7246, 20.6955], [-2.3818, 14.3730, 20.8145], [-2.5734, 13.2364, 24.2595], [-3.1805, 12.3030, 22.9841], [-3.5862, 14.0462, 23.0108], [3.1145, 12.5130, 18.8826], [3.2241, 11.2174, 19.4406], [2.1807, 10.3365, 19.0370], [2.3963, 8.9743, 19.6968], [2.6947, 9.1002, 21.1253], [1.5712, 9.5191, 21.8956], [1.8776, 9.4485, 23.3386], [0.7191, 9.8315, 24.0732], [0.4334, 11.2185, 24.1526], [2.1876, 12.9889, 19.2123], [3.1338, 12.5391, 17.7912], [3.8528, 13.2250, 19.2518], [2.2989, 10.3047, 17.9512], [1.2140, 10.7888, 19.2667], [3.1900, 8.3648, 19.2642], [1.4744, 8.4078, 19.5621], [3.4106, 9.8152, 21.1612], [0.7690, 8.7994, 21.7192], [1.1341, 10.4570, 21.5432], [2.7279, 10.1039, 23.5485], [2.2097, 8.4601, 23.6544], [1.1955, 11.7107, 24.7582], [-0.5745, 11.3629, 24.5409], [0.3845, 11.6596, 23.1553], [-5.9672, 8.9730, 14.8698], [-6.0182, 9.0054, 16.2799], [-4.9578, 8.2092, 16.8989], [-5.2642, 8.2830, 18.4334], [-4.9761, 9.5271, 19.0667], [-5.2791, 9.5034, 20.5227], [-5.1128, 10.8873, 21.1394], [-6.1598, 11.7756, 20.6948], [-5.9304, 13.0872, 21.1833], [-5.2985, 9.7244, 14.4417], [-6.9611, 9.2921, 14.5565], [-5.6040, 8.0279, 14.4630], [-3.9753, 8.6555, 16.7282], [-4.9231, 7.1939, 16.5022], [-4.8475, 7.4410, 18.9872], [-6.3449, 8.1849, 18.5783], [-5.5281, 10.2901, 18.6985], [-4.7025, 8.7030, 20.9864], [-6.3282, 9.2122, 20.6316], [-4.1793, 11.3533, 20.8167], [-5.1207, 10.8117, 22.2285], [-5.0715, 13.5717, 20.7131], [-5.8337, 13.2275, 22.2615], [-6.8300, 13.6098, 20.8598], [-6.9839, 15.8838, 23.1685], [-7.8579, 15.8990, 22.0860], [-7.6371, 17.0509, 21.1852], [-6.4763, 16.7962, 20.2166], [-6.8940, 15.9095, 19.1278], [-5.7526, 15.5295, 18.2563], [-6.2390, 14.4428, 17.2853], [-6.3491, 13.1767, 17.9066], [-6.4650, 12.0799, 17.0164], [-7.0319, 16.8371, 23.6992], [-5.9649, 15.6219, 22.8752], [-7.2730, 15.1391, 23.9111], [-7.4302, 17.9388, 21.7852], [-8.5541, 17.2693, 20.6391], [-5.6482, 16.3572, 20.7795], [-6.1495, 17.7814, 19.8811], [-7.2842, 15.0539, 19.4992], [-4.8699, 15.2066, 18.8137], [-5.4580, 16.3949, 17.6618], [-5.5778, 14.4879, 16.4175], [-7.2007, 14.7146, 16.8432], [-7.2741, 12.2986, 16.3152], [-6.8148, 11.2001, 17.5545], [-5.5591, 11.8519, 16.4525], [-4.6211, 3.9952, 15.9634], [-4.3851, 4.6520, 17.2201], [-4.3598, 3.8240, 18.3489], [-3.8444, 4.7452, 19.4874], [-2.5577, 5.3271, 19.0486], [-2.0198, 6.1710, 20.0901], [-0.6654, 6.7996, 19.7369], [-0.7949, 7.9324, 18.8537], [-0.9464, 7.6321, 17.4702], [-4.4754, 4.7117, 15.1550], [-5.6721, 3.7103, 15.8844], [-3.9910, 3.1275, 15.7652], [-3.6995, 2.9640, 18.2314], [-5.4117, 3.6090, 18.5498], [-3.7454, 4.2029, 20.4289], [-4.6572, 5.4340, 19.7327], [-2.7200, 5.8823, 18.2221], [-1.8596, 5.5262, 20.9570], [-2.7645, 6.8983, 20.4246], [-0.0235, 6.0505, 19.2710], [-0.2957, 7.2001, 20.6803], [-0.0087, 7.1701, 17.1581], [-1.1297, 8.6068, 17.0195], [-1.7859, 6.9515, 17.3445], [-3.1697, 12.8592, 14.0516], [-3.8133, 14.1173, 14.1500], [-3.0463, 15.0825, 14.8272], [-3.8428, 16.4222, 14.7283], [-3.9581, 17.0172, 13.4100], [-2.7263, 17.7095, 12.9305], [-3.0428, 18.2850, 11.5215], [-2.1057, 19.3061, 11.2119], [-2.3748, 19.7456, 9.8653], [-2.2010, 12.7517, 13.5623], [-3.8644, 12.2287, 13.4922], [-3.2069, 12.3917, 15.0369], [-2.0755, 15.2378, 14.3515], [-2.9076, 14.8032, 15.8733], [-3.2904, 17.1505, 15.3245], [-4.8744, 16.3561, 15.0727], [-4.0819, 16.2797, 12.7274], [-1.9475, 16.9522, 12.8118], [-2.3019, 18.4825, 13.5712], [-4.0274, 18.7441, 11.6211], [-2.9675, 17.4500, 10.8229], [-1.6623, 20.5655, 9.7691], [-3.3747, 20.1347, 9.6736], [-2.0747, 18.9244, 9.2136]], "mulliken_charge": [0.395, -0.052, -0.713, 0.604, -1.151, -0.808, 1.031, -0.309, -1.535, 0.407, 0.087, 0.228, 0.060, 0.291, 0.479, 0.302, 0.275, -0.728, -0.445, -0.072, 0.477, -1.481, -0.605, 0.379, 0.230, 0.343, -0.017, 0.155, 0.311, 0.411, 0.316, 0.349, 0.171, 0.325, -0.893, -0.235, -1.202, 2.338, -0.720, -0.630, 0.242, 0.347, 0.328, 0.463, 0.434, -1.082, 0.352, -0.784, 0.506, 0.270, 0.183, -0.383, 0.097, 1.133, 2.564, 0.278, 1.736, 0.104, 0.117, -0.185, -1.188, -0.723, -0.684, -0.292, -0.341, -0.811, -0.864, -0.554, -0.770, 0.107, -0.843, -0.737, -0.012, -0.528, -0.774, 0.132, -0.083, 0.347, -0.036, 0.438, 0.386, 0.417, 0.318, 0.473, -0.160, 0.253, 0.477, 0.378, 0.362, 0.521, -0.193, -0.329, -0.823, -0.245, -0.958, -0.316, -0.415, -0.047, 0.744, -0.436, -0.203, 0.326, 0.232, 0.315, 0.596, 0.371, 0.172, 0.297, 0.389, -0.151, -0.160, -0.258, 0.273, 0.407, -0.152, 0.170, 0.242, -0.571, 1.686, -0.067, -0.402, 1.460, -0.640, -0.242, -0.573, -0.309, -0.175, 0.437, -0.044, -0.666, 0.202, -0.531, 0.367, -0.811, -0.392, 0.457, 0.214, 0.390, 0.080, 0.217, -0.535, -0.418, 0.356, -0.482, 1.140, -1.328, 1.355, -0.534, -0.374, -0.024, 0.329, 0.321, -0.198, 0.325, -0.543, 0.529, -0.784, 0.079, 0.734, -1.074, 0.564, -0.012, 0.374, 0.147, -0.711, -0.333, -0.898, -0.007, -0.452, -0.078, -0.627, -0.269, -1.167, 0.361, 0.204, 0.269, 0.451, 0.343, -0.025, 0.435, 0.283, -0.246, 0.582, 0.207, 0.485, 0.686, 0.402, 0.173, -0.906, -0.187, -0.874, -0.381, -0.183, -0.531, -0.970, 0.842, 0.110, 0.209, 0.355, 0.345, 0.446, 0.401, 0.553, 0.039, -0.105, 0.674, -0.051, 0.643, -0.106, 0.361, -0.783, 0.011, -0.630, -0.557, 0.632, -1.301, -0.270, -0.347, -0.921, -0.296, -0.882, 0.324, 0.409, 0.050, 0.505, -0.217, 0.378, 0.302, 0.342, 0.099, 0.558, 0.394, 0.348, 0.284, 0.300, 0.338]}